Entry 1:
Computed, not measured: a 2-piece molecular cluster, C2H7BO3 overall, with ωB97M-V with the def2-TZVPD basis set.

Calculated values
LUMO energy: 0.120 eV
max |F|: 0.111 Eh/bohr
ΔE to the lowest compared entry with this formula, charge and spin: 5.726 eV
gap between HOMO and LUMO: 7.68 eV
calculated total energy: -330.907810 Ha
2S+1: 1
HOMO level: -7.56 eV

```
13
C2H7BO3 (ωB97M-V with the def2-TZVPD basis set)
B 0.9457 1.0967 -0.1855
C -1.5511 -1.0631 0.8814
C -0.1201 -1.0976 -1.0329
O 2.2739 1.1153 -0.4630
O 0.1844 2.1582 0.1401
O -1.4960 -0.9866 -0.5759
H -0.8499 -0.2383 1.2512
H -0.8757 -1.9705 1.2473
H -2.6038 -0.9701 1.1527
H 0.0737 -1.0530 -2.0657
H 0.4489 -1.6587 -0.3704
H 2.8418 1.7481 -0.1663
H 0.7281 2.9198 0.1870
```

From a Mulliken analysis of the wavefunction, the atomic charges in e read:
1 B 0.372
2 C -0.410
3 C -0.579
4 O -0.397
5 O -0.374
6 O -0.330
7 H 0.061
8 H 0.229
9 H 0.245
10 H 0.351
11 H 0.286
12 H 0.266
13 H 0.281

***

Entry 2:
Computed, not measured: a 3-piece molecular cluster, C2H7BrN3 overall, with ωB97M-V with the def2-TZVPD basis set.

Calculated values
LUMO energy (spin up / spin down): -7.715 / -7.715 eV
charge: +1
max |F|: 0.051 Eh/bohr
ΔE to the lowest compared entry with this formula, charge and spin: 1.835 eV
gap between HOMO and LUMO (spin up / spin down): 4.59 / 4.58 eV
calculated total energy: -2818.303454 Ha
2S+1: 1
HOMO level (spin up / spin down): -12.30 / -12.30 eV

```
13
C2H7BrN3 (ωB97M-V with the def2-TZVPD basis set)
C -0.1726 0.3203 -0.0188
C 3.9280 1.1703 0.2013
N -0.9121 -0.5241 0.3654
N 0.7822 1.0232 -0.3107
N -3.3113 -1.3923 -0.1018
Br 3.7656 -0.5786 -0.1213
H 3.2699 1.8528 -0.3142
H 4.6889 1.5097 0.8890
H 0.7581 2.0277 -0.3142
H -3.8012 -1.3553 0.7864
H -3.3518 -2.3391 -0.4669
H -1.8731 -0.9443 0.1625
H -3.7705 -0.7704 -0.7567
```

From a Mulliken analysis of the wavefunction, the atomic charges in e read:
1 C 0.319
2 C -0.095
3 N -0.422
4 N -0.567
5 N -0.876
6 Br 0.380
7 H 0.322
8 H 0.336
9 H 0.218
10 H 0.279
11 H 0.275
12 H 0.555
13 H 0.277

***

Entry 3:
Computed, not measured: a 2-piece molecular cluster, C2H7ClNO2P overall, with ωB97M-V with the def2-TZVPD basis set.

Calculated values
LUMO energy (spin up / spin down): -0.410 / -0.410 eV
max |F|: 0.094 Eh/bohr
ΔE to the lowest compared entry with this formula, charge and spin: 5.261 eV
gap between HOMO and LUMO (spin up / spin down): 7.41 / 7.41 eV
calculated total energy: -1087.059857 Ha
2S+1: 1
HOMO level (spin up / spin down): -7.82 / -7.82 eV

```
14
C2H7ClNO2P (ωB97M-V with the def2-TZVPD basis set)
C 1.0534 -1.3721 1.8448
C -1.1575 1.9898 -0.8691
N 0.0375 -0.7261 -1.9307
O 0.3670 -0.2818 1.3380
O -0.1725 1.7908 0.2129
P 0.9284 0.6710 0.1032
Cl -1.3076 -1.5344 -1.3930
H 0.6808 -2.3879 1.5816
H 1.1264 -1.4025 3.0426
H 2.1577 -1.5485 1.5726
H -1.0053 1.4674 -1.7985
H -1.3014 3.0574 -1.2180
H -2.2257 1.7029 -0.6046
H 0.8188 -1.4259 -1.8819
```

From a Mulliken analysis of the wavefunction, the atomic charges in e read:
1 C -0.659
2 C -0.679
3 N -0.615
4 O -0.156
5 O -0.179
6 P 0.408
7 Cl -0.087
8 H 0.278
9 H 0.236
10 H 0.278
11 H 0.363
12 H 0.282
13 H 0.274
14 H 0.257

***

Entry 4:
Computed, not measured: one molecule with the formula C2H7ClNO2PS, with ωB97M-V with the def2-TZVPD basis set.

Calculated values
LUMO energy: -0.506 eV
SMILES string: CC[N@H+]([O-])SP(O)Cl
max |F|: 0.054 Eh/bohr
gap between HOMO and LUMO: 8.56 eV
calculated total energy: -1485.291804 Ha
2S+1: 1
HOMO level: -9.07 eV

```
15
C2H7ClNO2PS (ωB97M-V with the def2-TZVPD basis set)
C -0.6887 -2.1992 -0.9669
C -0.2951 -0.7820 -0.4749
N -1.2949 -0.0401 0.4991
O -2.3340 0.4867 -0.0001
S -0.1021 1.3187 1.4571
P 1.7080 1.6583 0.3651
O 1.8124 3.2802 0.6198
Cl 3.2900 1.1559 1.5713
H 0.1087 -2.3660 -1.7061
H -0.6463 -2.9737 -0.2194
H -1.6444 -1.9959 -1.3583
H 0.6807 -0.7579 -0.1551
H -0.2100 -0.0388 -1.2705
H -1.3985 -0.4745 1.3917
H 1.0145 3.7283 0.2472
```

From a Mulliken analysis of the wavefunction, the atomic charges in e read:
1 C -1.079
2 C -0.594
3 N 0.082
4 O -0.540
5 S -0.157
6 P 0.358
7 O -0.456
8 Cl -0.216
9 H 0.300
10 H 0.331
11 H 0.349
12 H 0.385
13 H 0.533
14 H 0.367
15 H 0.337